No. 1
Molecular formula: C39H82N10O19
Method: DFT, the ωB97M-V functional and the def2-TZVPD basis

Atoms and positions in Å:
1 O 2.417 1.252 3.634
2 O 1.835 -4.361 2.901
3 O -5.507 -1.152 4.156
4 O 4.724 -0.308 -1.728
5 O 2.477 -3.321 0.011
6 O -1.953 -0.470 -0.745
7 O -2.314 2.763 4.029
8 O 5.875 -2.192 3.572
9 O -3.971 4.084 -1.540
10 O -1.950 3.007 -5.943
11 O -2.758 -4.955 0.838
12 O -6.114 -0.057 -3.484
13 O -2.228 5.246 -2.493
14 O -3.943 6.381 -1.637
15 O 3.374 -5.908 3.579
16 O -2.527 4.780 2.904
17 O -3.969 3.184 2.494
18 O 1.412 2.910 -0.830
19 O 2.705 -4.149 4.841
20 N 4.396 -0.668 2.734
21 N 0.010 0.483 -0.471
22 N -5.133 -2.401 2.268
23 N -1.427 0.845 -5.973
24 N -3.409 -2.923 -0.060
25 N 0.637 1.202 5.057
26 N -4.094 -0.592 -2.636
27 N 4.168 -3.308 -1.488
28 N 3.561 2.263 -0.647
29 N 5.155 -0.653 -3.888
30 C 1.371 -3.053 3.363
31 C -4.456 4.326 1.777
32 C 0.710 -0.762 -0.822
33 C 3.580 2.207 0.788
34 C -1.293 0.542 -0.557
35 C -1.847 1.946 -0.608
36 C 1.203 1.098 3.800
37 C 5.175 -0.428 5.052
38 C 2.444 2.559 -1.347
39 C 1.417 1.373 6.297
40 C -0.718 -0.370 -5.491
41 C 5.471 -0.193 -2.664
42 C -2.899 3.571 3.296
43 C 2.551 2.494 -2.846
44 C 5.191 -1.163 3.694
45 C 0.184 0.635 2.732
46 C -3.843 -0.339 2.613
47 C 4.395 -1.172 1.357
48 C -2.610 -3.754 0.647
49 C 3.004 -5.416 -1.058
50 C -2.969 7.405 -1.982
51 C -4.619 -3.429 -0.759
52 C 2.769 -4.830 3.713
53 C -1.908 6.627 -2.769
54 C -1.470 -3.174 1.438
55 C -5.275 -0.007 -2.528
56 C -3.714 -1.613 -3.623
57 C 5.302 -3.953 -2.187
58 C -5.512 0.857 -1.276
59 C 3.244 -3.914 -0.759
60 C -3.264 5.242 1.797
61 C 1.871 -3.126 4.780
62 C -6.118 -3.410 2.663
63 C 3.858 -1.202 -4.215
64 C 6.824 0.498 -2.459
65 C -3.446 5.159 -1.883
66 C -1.469 2.043 -5.373
67 C -1.166 2.278 -3.898
68 C -4.918 -1.341 3.081
69 H 5.934 -0.985 -4.437
70 H 5.316 -0.946 0.820
71 H 3.286 -0.484 -4.803
72 H -5.309 -2.739 -1.244
73 H 3.181 3.147 1.169
74 H 2.704 3.501 -3.235
75 H 1.596 2.081 -3.171
76 H -5.220 1.877 -1.529
77 H -0.219 0.675 5.156
78 H 2.493 1.295 6.140
79 H 2.304 -2.175 5.090
80 H -6.255 -4.146 1.871
81 H 4.320 1.979 -1.250
82 H -1.171 -3.920 2.175
83 H -2.129 2.437 -3.412
84 H 1.473 -0.439 -1.531
85 H -6.583 0.887 -1.077
86 H 3.344 -1.502 -3.301
87 H 0.506 1.362 -0.473
88 H -3.931 -2.627 -3.287
89 H -5.188 -4.120 -0.137
90 H 2.965 1.356 1.082
91 H -3.147 -1.956 -0.187
92 H -0.508 3.139 -3.776
93 H -7.112 -2.982 2.786
94 H -5.316 4.729 2.312
95 H 3.601 -0.737 0.750
96 H -0.677 1.407 -3.463
97 H 1.179 2.316 6.789
98 H 3.340 1.828 -3.194
99 H -0.925 6.973 -2.450
100 H -3.023 -0.409 3.327
101 H -4.173 -4.059 -1.529
102 H 0.285 -2.964 3.342
103 H 7.296 0.065 -1.577
104 H 6.675 1.552 -2.223
105 H 1.076 0.550 6.925
106 H -2.803 1.859 -1.124
107 H -2.654 5.144 0.898
108 H 4.569 2.034 1.213
109 H -0.132 1.581 2.294
110 H -1.752 0.859 -6.930
111 H -2.059 2.334 0.388
112 H -4.262 0.667 2.610
113 H -3.448 -0.309 -1.914
114 H 3.360 -6.049 -0.245
115 H 4.338 0.264 5.146
116 H -1.788 -2.250 1.921
117 H 3.959 -2.081 -4.852
118 H 4.109 -2.300 -1.500
119 H 0.628 -0.046 2.005
120 H -1.187 2.623 -1.150
121 H 3.667 -0.005 2.954
122 H 1.289 -1.107 0.034
123 H -1.381 -1.235 -5.475
124 H -3.373 6.325 1.844
125 H -2.047 6.817 -3.833
126 H -4.668 -2.529 1.381
127 H -0.642 -2.785 0.845
128 H 0.153 -1.615 -1.209
129 H -3.446 -0.625 1.639
130 H 6.125 -3.240 -2.240
131 H 5.089 -1.066 5.932
132 H 5.115 -4.188 -3.235
133 H -2.682 7.873 -1.040
134 H 0.071 -0.657 -6.187
135 H 5.701 -4.791 -1.616
136 H 7.563 0.572 -3.257
137 H -0.708 0.157 3.137
138 H -5.869 -3.888 3.611
139 H 4.259 -2.244 1.500
140 H 6.076 0.186 5.060
141 H 3.541 -5.799 -1.926
142 H -3.291 8.094 -2.762
143 H -2.630 -1.548 -3.714
144 H 1.057 -3.461 5.424
145 H -5.051 0.472 -0.366
146 H -4.686 4.129 0.730
147 H 1.757 -2.233 2.757
148 H 1.945 -5.565 -1.268
149 H -4.132 -1.361 -4.597
150 H -0.172 -0.176 -4.568

As for the frontier orbital gap: 8.9 eV. The total energy is -95579.2063 eV. As for the largest force on an atom: 0.0964 Eh/bohr. The relative energy (zero: lowest compared OMol25 entry of this formula, charge and spin) is 20.5 kcal per mole. Its total charge is 0. Its spin multiplicity is 1.


No. 2
Molecular formula: C27H31Br3Cl40N4O4PS2
Method: DFT, the ωB97M-V functional and the def2-TZVPD basis

Atoms and positions in Å:
1 Br 2.294 -1.445 3.039
2 Br 2.521 -1.698 -5.302
3 Br 0.573 -4.901 -2.617
4 Cl -0.814 12.210 0.962
5 Cl -5.926 3.691 4.632
6 Cl -6.326 2.703 11.815
7 Cl -4.174 1.473 4.071
8 Cl -9.252 4.334 0.385
9 Cl -6.336 4.035 9.259
10 Cl -4.280 4.635 11.187
11 Cl -1.345 -0.261 4.482
12 Cl -0.841 10.245 -1.149
13 Cl -8.744 4.608 3.210
14 Cl -0.322 9.433 1.569
15 Cl -1.490 0.954 7.096
16 Cl -4.046 -6.410 -4.218
17 Cl 5.155 -7.552 -2.964
18 Cl 7.177 -6.019 -4.328
19 Cl 2.452 -3.214 7.177
20 Cl 4.958 -3.934 8.412
21 Cl 10.742 -6.369 -4.599
22 Cl -2.063 -4.509 -5.098
23 Cl 4.820 -6.877 -5.749
24 Cl -3.254 -6.330 -6.989
25 Cl -7.163 2.775 1.619
26 Cl 4.618 -4.823 -3.734
27 Cl 9.271 -8.185 -2.910
28 Cl 2.968 4.719 1.471
29 Cl -3.386 3.487 5.986
30 Cl -5.506 1.647 6.621
31 Cl -4.300 2.075 9.862
32 Cl 1.647 10.967 0.119
33 Cl 2.515 -4.034 9.941
34 Cl -4.839 -4.197 -5.888
35 Cl 0.634 -0.908 6.478
36 Cl 10.456 -9.138 -5.358
37 Cl 2.414 7.439 0.697
38 Cl 3.626 -1.488 9.166
39 Cl 4.626 6.867 2.455
40 Cl 12.138 -8.421 -3.128
41 Cl 1.916 6.585 3.403
42 Cl -9.929 2.187 2.185
43 Cl 0.606 1.714 5.269
44 S 2.255 -3.628 0.009
45 S 4.544 0.403 -2.046
46 P 2.931 -0.864 0.980
47 O 3.095 0.735 1.100
48 O 0.939 -0.936 -2.796
49 O -0.079 -2.746 -0.528
50 O -4.402 0.353 -1.669
51 N 3.076 -1.922 -2.209
52 N -0.079 1.023 0.182
53 N 1.294 -1.027 0.120
54 N 1.559 1.758 -3.043
55 C 1.212 -2.308 -0.734
56 C 1.698 -3.198 -4.473
57 C 0.203 -0.034 -1.965
58 C -4.976 0.713 -0.425
59 C -0.111 3.520 0.216
60 C 3.641 -0.833 -2.289
61 C 10.654 -8.032 -3.998
62 C -1.303 -0.371 -1.856
63 C -8.772 3.475 1.849
64 C 2.983 6.409 2.007
65 C 1.574 -2.025 -2.224
66 C 0.448 2.230 0.825
67 C -3.321 -1.305 -3.012
68 C -0.401 0.377 5.840
69 C 1.528 -4.347 -5.429
70 C -0.083 10.716 0.376
71 C 5.449 -6.320 -4.196
72 C -4.752 2.577 5.329
73 C -1.793 -1.390 -2.880
74 C 0.838 0.247 -0.593
75 C 3.391 -3.169 8.681
76 C -5.313 3.363 10.531
77 C 1.327 -3.236 -3.186
78 C -4.072 -1.025 -1.717
79 C 0.227 1.304 -2.706
80 C -3.556 -5.360 -5.549
81 C 1.480 3.047 -3.754
82 H 1.528 2.314 0.819
83 H 1.225 2.865 -4.798
84 H 2.012 1.095 -3.656
85 H 3.504 -3.339 -0.376
86 H -3.706 -2.194 -3.484
87 H 1.702 0.879 -0.790
88 H -3.533 -1.344 -0.823
89 H 0.468 3.694 -0.694
90 H -0.653 0.471 0.801
91 H 2.204 -5.133 -5.105
92 H -5.748 1.460 -0.579
93 H 1.834 -4.047 -6.423
94 H 4.027 0.889 1.310
95 H -3.560 -0.479 -3.678
96 H -1.883 0.535 -1.993
97 H 0.613 -1.183 0.868
98 H -0.324 1.092 -3.638
99 H -0.079 -3.679 -0.277
100 H 2.411 3.597 -3.683
101 H 0.065 4.384 0.843
102 H -1.546 -0.718 -0.857
103 H -1.372 -1.099 -3.838
104 H -0.361 2.049 -2.190
105 H 0.508 -4.699 -5.451
106 H -5.012 -1.584 -1.752
107 H -4.211 1.161 0.212
108 H -1.484 -2.388 -2.586
109 H 0.699 3.661 -3.319
110 H 0.118 2.229 1.863
111 H -1.143 3.408 -0.103
112 H -5.424 -0.145 0.073

As for the frontier orbital gap: 8.6 eV. The total energy is -784624.9172 eV. As for the largest force on an atom: 0.0410 Eh/bohr. Its total charge is +1. Its spin multiplicity is 1.


No. 3
Molecular formula: C17H22N5O4PS6Ta
Method: DFT, the ωB97M-V functional and the def2-TZVPD basis

Atoms and positions in Å:
1 Ta 0.036 0.735 0.217
2 S -0.985 -0.749 1.929
3 S 2.007 1.874 3.249
4 S 1.701 -0.987 0.926
5 S -1.564 2.473 1.417
6 S -1.075 2.122 -1.789
7 S -1.320 -1.047 -1.293
8 P -2.345 0.581 -1.772
9 O 3.080 2.398 2.441
10 O -3.483 0.941 -0.742
11 O -3.155 0.424 -3.129
12 O 2.231 0.732 4.067
13 N -1.146 -3.583 4.373
14 N 0.692 1.678 2.238
15 N 2.973 -3.960 2.780
16 N 1.351 0.281 -1.725
17 N 1.612 2.464 -0.166
18 C -0.274 2.523 2.493
19 C -4.333 -0.056 -0.110
20 C -2.470 0.065 -4.350
21 C -0.352 5.115 5.268
22 C 0.710 -2.727 2.803
23 C 1.231 3.175 4.168
24 C 0.906 4.846 5.802
25 C -3.477 0.108 -5.471
26 C 1.723 3.863 5.256
27 C -0.832 4.409 4.174
28 C -0.317 -3.201 3.671
29 C 2.218 1.362 -2.213
30 C -0.019 3.430 3.631
31 C -5.641 -0.180 -0.853
32 C 2.768 2.064 -0.995
33 C 0.496 -1.649 1.995
34 C 1.962 -3.410 2.790
35 H 0.706 -0.045 -2.440
36 H 1.133 3.249 -0.601
37 H -1.811 4.607 3.757
38 H -3.789 -0.999 -0.058
39 H 3.001 0.982 -2.869
40 H -2.990 -0.136 -6.416
41 H -4.274 -0.614 -5.299
42 H -0.965 5.884 5.721
43 H -1.656 0.777 -4.512
44 H -3.916 1.102 -5.554
45 H -4.473 0.309 0.906
46 H -2.045 -0.932 -4.224
47 H 2.700 3.649 5.667
48 H 1.602 2.054 -2.789
49 H -6.167 0.773 -0.873
50 H 1.975 2.802 0.723
51 H 3.386 2.925 -1.256
52 H 3.375 1.384 -0.394
53 H -6.274 -0.913 -0.351
54 H 1.251 5.411 6.657
55 H -5.477 -0.512 -1.878
56 H 1.908 -0.529 -1.459

As for the frontier orbital gap (spin up / spin down): 6.5 / 6.9 eV. The total energy is -109483.8580 eV. As for the largest force on an atom: 0.0159 Eh/bohr. The relative energy (zero: lowest compared OMol25 entry of this formula, charge and spin) is 4.9 kcal per mole. Its total charge is 0. Its expectation value of S² is 0.756. Its spin multiplicity is 2.


No. 4
Molecular formula: C11H15NO5S
Method: DFT, the ωB97M-V functional and the def2-TZVPD basis

Atoms and positions in Å:
1 S 0.160 3.987 0.091
2 O -2.656 -1.716 -0.561
3 O -0.794 -3.023 -0.338
4 O 1.602 4.025 0.295
5 O -0.288 3.834 -1.276
6 O -0.121 5.425 0.621
7 N -0.511 -0.772 0.041
8 C -0.929 0.699 -0.007
9 C 2.744 -1.540 -1.675
10 C 0.395 -2.583 -0.815
11 C -1.715 -2.052 1.723
12 C 2.496 -2.899 -1.712
13 C 1.782 -0.647 -1.042
14 C -1.468 -1.894 0.243
15 C 1.323 -3.514 -1.306
16 C -0.743 2.933 1.221
17 C -0.246 1.481 1.082
18 C 0.608 -1.264 -0.565
19 H 3.230 -3.621 -2.244
20 H -0.691 1.119 -0.990
21 H -1.797 3.043 0.943
22 H 1.160 -4.551 -1.467
23 H -0.454 0.777 1.986
24 H 1.942 0.410 -0.855
25 H -0.849 -2.531 2.125
26 H -2.373 -1.314 -1.394
27 H 0.847 5.568 0.854
28 H 3.498 -1.120 -2.259
29 H -1.897 -1.071 2.177
30 H 0.828 1.485 0.989
31 H -1.976 0.743 0.022
32 H -2.597 -2.539 1.816
33 H -0.509 3.121 2.275

As for the frontier orbital gap: 8.1 eV. The total energy is -34211.1934 eV. As for the largest force on an atom: 0.0775 Eh/bohr. As for the structure (SMILES): C[C@]1(O)Oc2ccccc2N1CCCS(=O)(=O)O. The relative energy (zero: lowest compared OMol25 entry of this formula, charge and spin) is 44.2 kcal per mole. Its total charge is 0. Its spin multiplicity is 1.